No. 1
{
  "formula": "C13H8S4",
  "method": "ωB97M-V/def2-TZVPD",
  "charge": 0,
  "homo_energy_ev": -8.07,
  "multiplicity": 1,
  "homo_lumo_gap_ev": 8.540,
  "max_force_ev_per_a": 3.13,
  "elements": ["C", "C", "C", "C", "C", "C", "S", "C", "S", "S", "C", "C", "C", "C", "C", "C", "S", "H", "H", "H", "H", "H", "H", "H", "H"],
  "positions_angstrom": [[-3.24885, 3.66760, -0.39249], [-3.40198, 2.93412, -1.55134], [-2.78283, 1.67700, -1.58517], [-2.03270, 1.16659, -0.49570], [-2.02273, 1.89824, 0.68496], [-2.59890, 3.13054, 0.75444], [-0.75256, 1.45901, 1.81741], [0.00354, 0.04219, 0.84322], [-1.19536, -0.31335, -0.42897], [1.68641, 0.48797, 0.12170], [2.27615, -1.12764, 0.28624], [3.35925, -1.48069, -0.48697], [3.72638, -2.84001, -0.38263], [3.00203, -3.77791, 0.33651], [1.87864, -3.40215, 1.10247], [1.57002, -2.04945, 1.06080], [0.24002, -1.40600, 2.00701], [-3.63166, 4.67084, -0.31253], [-3.95357, 3.30442, -2.36763], [-2.87567, 1.07302, -2.57231], [-2.36834, 3.78059, 1.63588], [4.01571, -0.80252, -1.09220], [4.48923, -3.12595, -1.03696], [3.23107, -4.82634, 0.39180], [1.38674, -4.14012, 1.66245]],
  "forces_ev_per_angstrom": [[0.0, -0.1, 1.6], [1.2, -1.2, 1.6], [0.2, -1.5, -1.7], [-1.8, 1.4, -0.8], [1.5, 0.1, -0.3], [-0.3, 2.0, -0.4], [0.4, -0.9, 0.3], [-0.1, 1.0, 1.0], [0.1, -1.9, -1.0], [-1.4, 0.4, 1.2], [0.2, 0.4, -0.8], [1.1, -1.6, 0.5], [-0.9, 0.8, -0.3], [-0.8, 0.3, 0.8], [2.2, 1.5, -1.7], [-0.5, -0.4, 0.5], [-0.2, 1.2, -0.9], [-0.2, 0.2, -0.1], [-0.4, 0.3, -0.9], [0.3, 1.0, 1.9], [-0.5, -0.6, -0.9], [-1.2, -0.5, 0.6], [1.3, -0.8, -0.6], [0.5, -0.2, -0.4], [-0.9, -0.6, 0.7]],
  "nbo_charge": [-0.196, -0.223, -0.184, -0.256, -0.183, -0.217, 0.319, -0.613, 0.365, 0.326, -0.230, -0.193, -0.209, -0.210, -0.203, -0.206, 0.341, 0.215, 0.222, 0.224, 0.225, 0.233, 0.210, 0.216, 0.225]
}



No. 2
{
  "formula": "C14H24Br6O",
  "method": "ωB97M-V/def2-TZVPD",
  "charge": 0,
  "homo_energy_ev": -9.26,
  "multiplicity": 1,
  "homo_lumo_gap_ev": 9.730,
  "max_force_ev_per_a": 2.14,
  "elements": ["C", "C", "C", "C", "C", "C", "H", "H", "H", "H", "H", "H", "Br", "C", "C", "Br", "H", "H", "H", "H", "Br", "C", "C", "Br", "H", "H", "H", "H", "Br", "C", "C", "Br", "H", "H", "H", "H", "C", "C", "O", "H", "H", "H", "H", "H", "H"],
  "positions_angstrom": [[-2.45121, 1.46339, -0.59180], [-3.06028, 0.42794, -1.26330], [-4.43273, 0.40433, -1.38066], [-5.19828, 1.44779, -0.80692], [-4.53873, 2.52571, -0.21389], [-3.15370, 2.51302, -0.04732], [-1.37815, 1.59707, -0.50186], [-2.40961, -0.31095, -1.71691], [-4.97706, -0.44494, -1.77203], [-6.27408, 1.43266, -0.90151], [-5.11188, 3.36715, 0.15813], [-2.68626, 3.39924, 0.35870], [1.09741, 2.33259, 6.62700], [0.55365, 1.47756, 5.00088], [-0.17610, 2.44527, 4.08469], [-0.73777, 1.50702, 2.43157], [0.02067, 0.53744, 5.11328], [1.48695, 1.18966, 4.51654], [0.35140, 3.36158, 3.83743], [-1.10887, 2.78814, 4.52916], [1.72361, -4.36287, -2.04197], [1.49774, -4.79304, -3.97397], [0.92285, -3.63237, -4.74661], [1.18199, -4.04976, -6.64610], [0.82093, -5.64291, -4.00241], [2.45955, -5.10861, -4.36203], [1.44797, -2.71344, -4.49327], [-0.12586, -3.45780, -4.52491], [4.36507, -0.34473, -0.28518], [3.37651, 1.32632, -0.16752], [4.15465, 2.37906, 0.64375], [4.30536, 1.92446, 2.54565], [2.39940, 1.10930, 0.24970], [3.29086, 1.74839, -1.16559], [3.69326, 3.35167, 0.47133], [5.11914, 2.49701, 0.15050], [-0.05032, -2.00892, 1.08318], [0.87299, -1.51355, -0.04389], [0.60572, -0.11879, -0.26693], [-1.07843, -1.67525, 0.92951], [0.23241, -1.75773, 2.10606], [-0.06489, -3.10577, 1.08122], [0.67756, -2.11215, -0.92621], [1.89374, -1.67414, 0.31845], [0.46281, 0.27393, 0.60606]],
  "forces_ev_per_angstrom": [[1.2, 1.1, 0.4], [0.5, -0.3, -0.3], [-1.1, 0.4, 1.1], [1.1, -0.2, -0.5], [-0.4, -0.3, 0.3], [-1.5, 0.3, -0.7], [0.1, -0.7, -0.3], [-0.2, -0.2, 0.0], [0.2, 0.0, -0.4], [-0.1, 0.0, 0.1], [0.0, 0.0, 0.0], [0.3, -0.2, 0.2], [-0.2, 0.0, 0.3], [0.8, -0.1, -1.6], [-0.8, 0.0, 0.4], [0.2, 0.4, 0.6], [-0.4, 0.3, 0.6], [0.0, 0.1, 0.0], [0.5, -0.3, -0.3], [-0.1, -0.3, 0.0], [0.0, -0.2, -0.9], [-0.3, -0.3, 0.4], [0.4, 0.2, 0.4], [-0.3, 0.3, 0.4], [0.1, 0.0, 0.1], [0.1, 0.2, 0.2], [0.2, 0.0, -0.4], [-0.1, -0.2, -0.3], [-0.1, 0.2, -0.1], [0.6, 0.8, 0.8], [-0.2, -0.5, -1.0], [0.0, 0.4, -0.7], [0.1, -0.1, -0.2], [-0.2, -0.3, -0.2], [-0.4, -0.1, 0.7], [0.4, -0.3, 0.7], [-0.2, -0.9, -0.3], [-0.7, 0.2, 2.0], [0.3, -0.4, -0.3], [0.0, 0.0, -0.1], [0.3, 0.5, -0.2], [-0.1, 0.1, -0.1], [0.1, 0.5, -0.3], [0.1, 0.1, -0.5], [0.0, -0.1, -0.2]],
  "nbo_charge": [-0.207, -0.227, -0.209, -0.215, -0.211, -0.217, 0.219, 0.219, 0.212, 0.212, 0.207, 0.214, 0.024, -0.481, -0.417, -0.031, 0.234, 0.229, 0.231, 0.222, -0.035, -0.420, -0.444, -0.005, 0.223, 0.230, 0.230, 0.227, -0.014, -0.442, -0.450, -0.008, 0.239, 0.226, 0.225, 0.223, -0.650, -0.075, -0.747, 0.212, 0.205, 0.213, 0.189, 0.171, 0.469]
}



No. 3
{
  "formula": "CH2ClN2O2",
  "method": "ωB97M-V/def2-TZVPD",
  "charge": -1,
  "homo_energy_ev": -4.46,
  "multiplicity": 1,
  "homo_lumo_gap_ev": 8.632,
  "max_force_ev_per_a": 2.24,
  "elements": ["O", "N", "O", "N", "C", "Cl", "H", "H"],
  "positions_angstrom": [[-2.34346, -2.38470, 1.15346], [-1.82649, -1.54506, 0.41285], [-2.04646, -1.42781, -0.79964], [-0.84572, -0.80570, 1.03724], [-0.20436, 0.05284, 0.22092], [-1.02151, 1.84850, 0.47217], [-0.33071, 0.04478, -0.80720], [0.74068, 0.45661, 0.40744]],
  "forces_ev_per_angstrom": [[-0.7, 0.2, -0.7], [2.1, 0.3, 0.8], [-0.6, -0.2, 0.3], [0.2, -1.0, -0.1], [-1.7, 0.9, 0.6], [-0.4, 1.0, -0.1], [-0.5, -0.7, -2.0], [1.6, -0.4, 1.2]],
  "nbo_charge": [-0.476, 0.603, -0.510, -0.491, -0.090, -0.407, 0.190, 0.182]
}